Formula: C49H55CrFNP2
Source: OMol25
Level of theory: ωB97M-V/def2-TZVPD

Its HOMO energy (spin up / spin down) is -6.501 / -5.202 eV. Its total energy is -3781.8899 Eh. As for the spin multiplicity: 4. As for the expectation value of S²: 3.8772. Its largest force on an atom is 0.0089 Eh/bohr.

Atoms and positions in Å:
Cr -0.29131 0.03592 -0.57239
C -3.27460 -1.45381 1.12236
C -2.39265 -1.47178 2.36489
P -1.08938 -0.14939 2.50392
C -1.89815 1.33972 1.80752
C -1.14302 2.22771 1.04513
C -1.72817 3.36031 0.49251
C -3.07358 3.62091 0.71097
C -3.82812 2.75493 1.49404
C -3.24278 1.62419 2.04094
C -1.20947 0.20702 4.29425
C -1.49040 -0.79893 5.21515
C -1.57786 -0.51561 6.56659
C -1.38936 0.78404 7.01613
C -1.12331 1.79558 6.10640
C -1.04263 1.50783 4.75189
P -2.34866 -0.99897 -0.40278
C -3.75967 -0.36483 -1.38978
C -3.90933 1.01278 -1.50327
C -5.00380 1.55108 -2.16381
C -5.95498 0.71263 -2.72598
C -5.81437 -0.66465 -2.61701
C -4.72551 -1.19982 -1.94685
C -1.96830 -2.59119 -1.21021
C -1.79306 -2.61773 -2.59406
C -1.41125 -3.78658 -3.23074
C -1.19272 -4.94210 -2.49231
C -1.35552 -4.92259 -1.11598
C -1.73969 -3.75192 -0.47794
H -4.02898 -0.66998 1.22821
H -3.80929 -2.39761 0.98175
H -1.83355 -2.40933 2.45470
H -3.01799 -1.38430 3.25878
H -0.07580 2.04523 0.92942
H -1.12773 4.03906 -0.09861
H -3.53271 4.50230 0.28261
H -4.87329 2.96319 1.68070
H -3.83757 0.96800 2.66626
H -1.62729 -1.82070 4.88293
H -1.78628 -1.30970 7.27081
H -1.45734 1.00702 8.07189
H -0.98026 2.81129 6.44732
H -0.82736 2.30339 4.04999
H -3.16348 1.67125 -1.07089
H -5.10770 2.62498 -2.24557
H -6.80367 1.13014 -3.25199
H -6.55477 -1.32217 -3.05335
H -4.62195 -2.27560 -1.86928
H -1.95571 -1.71857 -3.17655
H -1.27573 -3.79165 -4.30308
H -0.89174 -5.85365 -2.98873
H -1.17913 -5.81690 -0.53434
H -1.85595 -3.75128 0.59943
C 3.01783 3.92505 -1.85784
C 2.46660 2.93321 -0.83422
C 2.34777 3.58295 0.54423
C 3.30058 1.66810 -0.79394
C 4.60305 1.72335 -0.32102
C 5.37945 0.57844 -0.24423
C 4.84358 -0.62653 -0.65260
C 3.54281 -0.72750 -1.14948
C 3.14291 -2.11692 -1.63221
C 3.71399 -2.36748 -3.03304
C 1.66830 -2.50948 -1.61528
C 2.76454 0.43677 -1.21309
N 1.41866 0.41855 -1.65414
C 1.25100 0.75144 -2.96620
C 2.24944 0.92900 -3.94445
C 1.92237 1.23018 -5.25881
C 0.60637 1.38081 -5.67425
C -0.41071 1.23694 -4.73206
C -0.04633 0.94310 -3.44865
F -1.04434 0.82068 -2.46790
H 2.39286 4.81736 -1.90118
H 3.05439 3.48540 -2.85449
H 4.02787 4.23723 -1.58801
H 1.45762 2.64599 -1.14987
H 3.31671 3.91046 0.92016
H 1.92746 2.88917 1.27146
H 1.70270 4.46163 0.49318
H 5.01474 2.67036 0.00313
H 6.38851 0.62480 0.14111
H 5.44230 -1.52718 -0.58560
H 3.65760 -2.80661 -0.95070
H 3.21429 -1.73305 -3.76590
H 3.55650 -3.40615 -3.32499
H 4.78239 -2.15737 -3.07434
H 1.11347 -2.02744 -2.41991
H 1.17749 -2.27139 -0.66712
H 1.58872 -3.58940 -1.75853
H 3.28612 0.82656 -3.65623
H 2.72285 1.35004 -5.97601
H 0.36941 1.61040 -6.70164
H -1.45520 1.35864 -4.97923
C 2.93692 0.17957 2.29000
C 1.79430 -0.77609 2.64727
C 1.77255 -0.88655 4.17133
C 2.12942 -2.16290 2.08159
C 0.51059 -0.24757 1.97585
H 3.89653 -0.23365 2.60455
H 2.79272 1.13840 2.79101
H 2.98387 0.35583 1.21652
H 2.79075 -1.09803 4.50376
H 1.14262 -1.70173 4.52235
H 1.45148 0.03393 4.65382
H 2.99785 -2.58905 2.58767
H 2.36582 -2.09819 1.01621
H 1.28668 -2.84631 2.20493
H 0.66813 -0.49689 0.90500